# 1
The following is a quantum chemistry calculation of a structure of composition C25H73CuO23 at a distorted geometry, from the Open Molecules 2025 dataset.

Geometry (Å):
Cu -1.7675 -2.0135 0.7272
C 0.4843 1.1975 1.4454
C -0.5975 0.4156 0.8948
C -0.6275 0.6360 -0.5975
O -0.3370 -0.9532 1.1828
H 0.4840 1.1781 2.5126
H 0.4016 2.2900 1.1527
H 1.4095 0.8615 0.9451
H -1.6133 0.6722 1.2457
H 0.3968 0.6366 -1.0363
H -1.1486 1.5717 -0.8386
H -1.0852 -0.1869 -1.1637
C 2.1891 -3.5389 -0.1011
C 2.7578 -3.3610 1.2939
O 1.6436 -3.2288 2.1412
O 1.3214 -2.4364 -0.5469
H 1.5449 -4.4924 -0.1295
H 2.9693 -3.6921 -0.8736
H 3.3730 -2.4806 1.4196
H 3.4149 -4.2316 1.5999
H 1.8897 -2.4526 2.6908
H 0.9609 -2.0195 0.2226
C 4.2806 -0.8443 -2.9227
C 2.8634 -0.3714 -2.4773
O 1.8157 -1.1915 -2.8826
O 4.6693 -2.1178 -2.4419
H 5.0395 -0.1107 -2.5784
H 4.2704 -0.8383 -4.0458
H 2.7768 0.6381 -2.9292
H 2.9481 -0.2379 -1.4111
H 1.5943 -1.8921 -2.2195
H 5.4460 -2.4067 -2.9461
C 1.8819 2.5841 4.3459
C 1.5622 3.5398 5.4531
O 1.2527 2.7107 6.5788
O 3.1303 1.9517 4.5757
H 1.8866 3.0693 3.3525
H 1.1150 1.8238 4.2893
H 0.6929 4.1511 5.0581
H 2.4588 4.0854 5.6712
H 1.2738 3.3463 7.3486
H 3.0419 1.6736 5.5088
C -1.0853 -4.9479 0.8904
C -2.4866 -4.9372 0.3331
O -2.6926 -3.5614 -0.0366
O -1.0402 -3.7749 1.6850
H -0.4486 -4.8706 0.0213
H -0.7893 -5.8862 1.4197
H -3.3187 -5.2295 1.0054
H -2.6147 -5.6196 -0.5107
H -3.2001 -3.4380 -0.8514
H -0.0498 -3.5796 1.8297
C -1.2792 -3.2550 -3.3373
C -2.6374 -3.7178 -3.8260
O -3.5329 -3.4188 -2.8566
O -0.7701 -4.1879 -2.3745
H -1.3522 -2.3310 -2.7562
H -0.4877 -3.1018 -4.1222
H -2.7123 -4.7629 -3.9739
H -2.9597 -3.2622 -4.7364
H -4.1848 -2.8629 -3.2406
H -0.5373 -4.9785 -2.8586
C -1.6907 0.9828 -5.5806
C -0.5663 0.5444 -4.7277
O -0.1917 -0.7584 -5.2619
O -2.8256 0.1116 -5.4288
H -1.4399 0.9282 -6.6392
H -2.0250 1.9509 -5.2852
H -1.0188 0.4688 -3.7251
H 0.3561 1.1374 -4.7002
H 0.5036 -1.1393 -4.6771
H -2.6325 -0.7151 -5.8095
C -4.1567 0.9376 -1.0508
C -4.0855 -0.5324 -1.1349
O -3.3191 -1.0245 0.0317
O -4.5614 1.3476 0.2754
H -4.7734 1.3324 -1.8620
H -3.0847 1.1695 -1.1050
H -3.5617 -0.8877 -2.0771
H -4.9888 -1.1007 -1.1153
H -3.6372 -0.3490 0.6732
H -4.5871 2.2931 0.1952
C -3.4533 -1.2581 4.9637
C -2.7417 -0.2577 4.0036
O -3.3796 -0.2918 2.7200
O -4.8252 -0.9240 4.9714
H -3.1238 -1.0970 5.9550
H -3.3123 -2.3001 4.6584
H -1.6795 -0.5120 3.8320
H -2.8718 0.7414 4.3597
H -4.3140 -0.3381 2.8992
H -4.9545 -0.2300 5.6631
C 3.0415 3.8879 -1.9658
C 4.4285 3.9727 -1.3893
O 4.9679 2.6790 -1.3501
O 2.1107 3.2473 -1.0811
H 3.0173 3.4038 -2.9368
H 2.6547 4.8714 -2.2088
H 4.4884 4.4620 -0.3588
H 4.9502 4.5880 -2.1110
H 5.7448 2.8160 -0.7911
H 2.5714 2.5491 -0.6050
C 4.2890 -0.5999 2.7010
C 4.0768 0.3362 1.5912
O 3.3949 1.4812 1.9621
O 3.1105 -1.2117 3.2312
H 4.6971 0.0089 3.5116
H 5.0013 -1.4187 2.4636
H 3.4509 -0.1583 0.8055
H 5.0493 0.5319 1.0896
H 3.5998 1.7670 2.8251
H 2.5030 -0.5157 3.4039
C -2.0573 5.7472 -0.7340
C -3.2882 5.0464 -0.2052
O -3.3506 3.6362 -0.5680
O -0.8804 5.1788 -0.1587
H -2.1296 6.7843 -0.3986
H -1.9860 5.6074 -1.8351
H -4.1321 5.5605 -0.7098
H -3.4832 5.1241 0.8813
H -2.4437 3.3310 -0.4539
H -0.3396 4.8450 -0.8442

Properties
⟨S²⟩: 0.752
E_HOMO (alpha / beta): -11.634 / -11.506 eV
Charge: +1
LUMO level (alpha / beta): -1.5 / -3.2 eV
Relative energy (zero: lowest compared OMol25 entry of this formula, charge and spin): 9.51 kcal per mole
Spin multiplicity: 2
Gap between HOMO and LUMO (alpha / beta): 10.151 / 8.300 eV

# 2
The following is a quantum chemistry calculation of a structure of composition C25H75CaN13O12 at a distorted geometry, from the Open Molecules 2025 dataset.

Geometry (Å):
Ca 0.5373 -0.4356 0.6621
C 0.7380 3.3116 0.3037
C 1.0422 2.8156 1.7542
C -0.1262 3.1928 2.6208
O 1.3402 1.4644 1.8283
H -0.1486 2.7652 -0.0179
H 1.4958 3.1398 -0.4607
H 0.4872 4.3719 0.2715
H 1.8461 3.3418 2.2690
H -1.0797 2.7793 2.2921
H -0.3522 4.2514 2.4926
H 0.0855 3.0534 3.6809
C -0.1453 -3.8235 2.7841
C -0.0950 -3.8740 1.2577
C -1.1775 -4.8811 0.7981
O -0.2784 -2.6491 0.5955
H 0.6582 -3.2191 3.2051
H 0.0200 -4.7732 3.2928
H -1.0854 -3.4546 3.1942
H 0.8928 -4.2813 1.0424
H -1.3093 -4.8985 -0.2838
H -2.1034 -4.6070 1.3038
H -0.9501 -5.8992 1.1140
C 1.8127 2.7945 -3.7521
O 1.2741 1.7152 -3.5991
N 2.6964 3.2887 -2.9644
N 1.6438 3.4795 -4.7830
H 3.1484 4.1300 -3.2932
H 2.9709 2.7401 -2.1621
H 0.9100 3.2729 -5.4456
H 1.8187 4.4727 -4.7288
C -1.6529 0.9508 -1.5724
O -0.7183 0.2452 -1.1294
N -2.8840 0.8299 -1.1036
N -1.5317 1.8088 -2.5153
H -3.6014 1.3315 -1.6073
H -2.9727 0.1553 -0.3571
H -0.6154 2.0283 -2.8790
H -2.3840 2.2637 -2.8097
C 4.7672 1.6231 0.0820
O 4.0337 1.6246 -0.9190
N 4.3897 1.8414 1.3191
N 6.0182 1.2380 -0.0317
H 3.4007 1.9773 1.4721
H 5.0849 2.1987 1.9587
H 6.5537 1.1629 0.8213
H 6.4668 1.2470 -0.9366
C -1.9668 -0.0580 3.2171
O -1.3240 0.0568 2.2116
N -2.8786 -1.0189 3.3404
N -1.9648 0.7585 4.1701
H -3.3399 -1.1845 4.2235
H -2.9137 -1.6835 2.5807
H -1.2279 1.4454 4.0983
H -2.4656 0.5933 5.0315
C 3.6187 -5.3518 -2.5013
O 4.7259 -5.7462 -2.7835
N 2.6532 -5.0614 -3.3479
N 3.2418 -5.1222 -1.2466
H 2.8992 -5.0806 -4.3273
H 1.7762 -4.7583 -2.9490
H 2.4000 -4.5929 -1.0692
H 3.7817 -5.5708 -0.5204
C -3.0093 3.8741 0.6125
C -4.0243 4.3799 1.6797
C -4.0967 5.9196 1.6586
O -2.8630 6.4881 2.0060
C -2.9150 7.7312 2.6313
N -5.4024 3.9287 1.4355
H -2.5840 2.8938 0.8276
H -2.2222 4.6280 0.6217
H -3.4937 3.7978 -0.3610
H -3.8200 4.0608 2.7018
H -4.9403 6.2575 2.2605
H -4.4407 6.2032 0.6639
H -3.5105 8.4569 2.0772
H -1.9288 8.1834 2.7367
H -3.3586 7.7235 3.6269
H -5.4686 2.9209 1.4426
H -5.9611 4.1401 2.2500
C -0.5222 -4.3078 -4.5570
C -0.4105 -3.3012 -3.4378
C -1.7599 -2.6005 -3.0440
O -2.4587 -1.9711 -4.1265
C -3.7224 -1.4209 -3.7587
N 0.1705 -4.0572 -2.3189
H -0.7956 -3.7983 -5.4810
H -1.0989 -5.1948 -4.2948
H 0.4731 -4.6618 -4.8260
H 0.2680 -2.4863 -3.6902
H -1.6256 -1.8908 -2.2276
H -2.4024 -3.3691 -2.6145
H -3.9416 -0.6071 -4.4499
H -3.7315 -1.1645 -2.6994
H -4.5239 -2.1574 -3.8165
H -0.4203 -4.8190 -2.0179
H 0.1020 -3.4694 -1.5003
C 3.5474 -1.2686 -2.5719
C 2.6503 -1.4182 -1.3884
C 3.3528 -1.8279 -0.0556
O 2.4658 -1.5869 1.0736
C 3.0651 -1.9390 2.2783
N 2.0219 -0.1068 -1.1234
H 2.9814 -1.0249 -3.4710
H 4.1965 -2.1297 -2.7312
H 4.2427 -0.4409 -2.4319
H 1.8610 -2.1429 -1.5878
H 4.2071 -1.1640 0.0767
H 3.7690 -2.8331 0.0106
H 3.2756 -3.0008 2.4065
H 2.4366 -1.5692 3.0884
H 3.9452 -1.3297 2.4841
H 1.6924 0.2104 -2.0239
H 2.8570 0.4545 -1.0366
C 1.7834 0.8844 5.2921
O 2.8488 0.9903 4.3872
H 1.2250 0.0142 4.9468
H 2.0645 0.7848 6.3405
H 1.1089 1.7326 5.1749
H 2.4751 1.1080 3.5107
C -3.8960 -2.8470 0.2890
O -3.0089 -1.7961 0.4835
H -4.9328 -2.6300 0.0321
H -3.4352 -3.5865 -0.3659
H -4.1366 -3.3348 1.2337
H -2.1623 -2.2486 0.4762

Properties
E_HOMO: -7.615 eV
LUMO level: 0.4 eV
Relative energy (zero: lowest compared OMol25 entry of this formula, charge and spin): 45.16 kcal per mole
Spin multiplicity: 1
Gap between HOMO and LUMO: 8.043 eV

# 3
The following is a quantum chemistry calculation of a cluster of 13 separate species, C25H76N12O13 in total at a distorted geometry, from the Open Molecules 2025 dataset.

Geometry (Å):
C 1.2432 5.0190 -1.6438
O 1.6522 3.7930 -2.0578
H 1.4212 5.0710 -0.5508
H 0.2882 5.2800 -1.9088
H 1.9772 5.7720 -2.0798
H 0.8432 3.3460 -2.2278
C -3.1668 0.5210 3.2192
O -3.8578 -0.6620 3.2552
N -2.4888 0.9120 2.1812
N -3.1418 1.3180 4.2732
H -2.6548 0.2970 1.3602
H -2.0338 1.7870 2.0352
H -3.7118 1.0830 5.0332
H -2.7558 2.2250 4.2522
C 0.1142 -1.9840 3.0072
O 0.5512 -3.2500 3.5682
N -1.0158 -1.4770 3.1842
N 0.8672 -1.2590 2.3032
H -1.7288 -1.9250 3.6892
H -1.3138 -0.6470 2.7812
H 1.7572 -1.6820 2.0002
H 0.6102 -0.3610 1.8882
C -0.0558 -2.4020 -4.3338
O 0.0692 -3.7560 -4.0628
N 0.2732 -1.8840 -5.4788
N -0.4148 -1.4980 -3.4478
H 0.6632 -2.5130 -6.1928
H 0.2092 -0.9390 -5.8538
H -0.5318 -1.6650 -2.4698
H -0.5188 -0.5580 -3.7688
C -0.6878 2.0270 -3.5638
O -1.7258 2.5460 -4.3568
N 0.1582 1.1480 -4.0288
N -0.5928 2.1760 -2.2668
H 0.0362 0.9190 -5.0688
H 1.1032 0.8900 -3.6418
H -1.2518 2.6310 -1.7228
H 0.1832 1.7010 -1.7378
C 0.2582 0.9150 4.6752
O 0.0612 1.4920 3.4652
N 1.3372 0.4480 5.1442
N -0.6588 0.8390 5.5842
H 2.1352 0.3020 4.4972
H 1.3482 0.0360 6.0722
H -1.5908 0.9500 5.2062
H -0.5398 0.2950 6.4582
C 0.5912 0.1340 -0.4048
O 0.2182 -1.1200 -0.8348
N 1.3632 0.9080 -1.0658
N 0.1042 0.7800 0.6502
H 1.8972 0.2900 -1.7218
H 1.8462 1.7500 -0.7528
H -0.8438 0.5620 1.0282
H 0.5162 1.6860 0.9822
C 3.1432 1.2760 1.7612
C 3.0362 2.6540 1.1672
C 3.8072 2.7160 -0.1628
O 1.9252 3.0880 0.8712
H 4.1122 1.0030 2.1192
H 2.9882 0.6410 0.8722
H 2.2542 1.1810 2.5072
H 3.4712 3.4430 1.7482
H 3.4872 1.9990 -0.9178
H 4.8632 2.4950 -0.0838
H 3.8452 3.7340 -0.5848
H 1.9002 3.9580 1.2422
C -1.3578 5.9600 1.4302
C -2.2648 4.8730 0.9962
C -1.3488 3.6780 0.6382
O -3.1658 4.4400 1.8022
H -1.9058 6.8320 1.6672
H -0.5828 6.2310 0.6512
H -0.7148 5.6780 2.3122
H -2.7758 5.3200 0.1502
H -0.9528 3.2090 1.5102
H -0.5408 3.9740 -0.0298
H -1.9998 2.9710 0.1992
H -3.8898 5.0980 1.9102
C -4.0678 1.5980 -1.3858
C -3.3718 0.2490 -1.2248
C -3.1898 -0.4260 -2.6358
O -2.2918 0.2310 -0.6048
H -3.4968 2.3070 -1.9198
H -4.3198 2.0120 -0.3798
H -5.0628 1.4800 -1.8708
H -3.9888 -0.4820 -0.6908
H -2.5878 0.0620 -3.3878
H -4.1208 -0.6230 -3.0198
H -2.7618 -1.3810 -2.4548
H -1.6168 0.5330 -1.2068
C -2.1378 -2.8450 0.1772
C -1.8968 -4.0340 1.1112
C -3.0428 -4.1310 2.0442
O -1.8038 -5.0090 0.3772
H -1.8278 -1.9640 0.7212
H -3.1368 -2.7030 -0.1958
H -1.4358 -2.8930 -0.6158
H -0.9848 -3.9550 1.7042
H -4.0538 -4.1810 1.5832
H -3.0858 -3.2750 2.6932
H -2.8088 -4.9420 2.6812
H -1.6988 -5.8140 0.9422
C 1.7382 -5.8380 1.4792
C 1.6732 -5.5220 0.0022
C 1.6252 -4.1010 -0.2988
O 2.5842 -6.0240 -0.6928
H 2.8162 -5.6920 1.7062
H 1.4542 -6.8440 1.6922
H 1.0972 -5.1920 2.0772
H 0.7192 -5.9380 -0.2388
H 2.5942 -3.5390 -0.2108
H 0.8182 -3.6300 0.2772
H 1.2592 -3.9040 -1.3138
H 2.4522 -5.7460 -1.5808
C 3.8332 -1.9610 -3.9158
C 3.1022 -1.3840 -2.7208
C 4.0362 -0.7940 -1.6228
O 2.1572 -0.6140 -3.0448
H 4.4252 -1.2000 -4.4548
H 3.1522 -2.4770 -4.6278
H 4.4712 -2.7080 -3.4698
H 2.6492 -2.3170 -2.2428
H 4.3562 0.1680 -1.8958
H 4.9632 -1.3740 -1.5708
H 3.6522 -0.8350 -0.6168
H 1.4122 -1.0610 -3.4878

Properties
E_HOMO: -8.146 eV
LUMO level: -0.1 eV
Relative energy (zero: lowest compared OMol25 entry of this formula, charge and spin): 33.18 kcal per mole
Spin multiplicity: 1
Gap between HOMO and LUMO: 8.023 eV

# 4
The following is a quantum chemistry calculation of a cluster of 13 separate species, C25H76O13 in total at a distorted geometry, from the Open Molecules 2025 dataset.

Geometry (Å):
C 10.2980 13.1108 18.0267
C 10.9156 12.4713 16.7386
O 10.6437 13.2403 15.6170
H 9.4857 13.8249 17.7273
H 10.9760 13.7685 18.5546
H 9.9781 12.4155 18.7212
H 10.4261 11.4906 16.5848
H 12.0052 12.2306 16.7884
H 11.4378 13.7455 15.5631
C 13.1979 5.1787 13.5706
C 13.5654 6.6375 13.3747
O 14.2451 7.1499 14.5683
H 14.1068 4.5726 13.6802
H 12.4259 4.8689 12.8115
H 12.6807 5.1568 14.4909
H 12.6577 7.2431 13.1437
H 14.2935 6.6557 12.5815
H 13.5659 7.3788 15.1968
C 16.5071 11.0980 12.6192
C 15.9677 9.7059 12.9870
O 15.2416 9.8320 14.2169
H 17.1480 11.0589 11.7613
H 17.1775 11.4037 13.3854
H 15.6992 11.8736 12.3778
H 16.8327 8.9542 13.0313
H 15.3087 9.3049 12.2553
H 14.5079 9.2705 14.2460
C 10.2239 12.2205 6.2224
C 10.4611 11.4905 7.5408
O 10.4705 12.4767 8.5443
H 9.2626 12.7326 6.2156
H 10.2210 11.4316 5.4090
H 11.0735 12.8746 6.0082
H 11.3995 10.9449 7.5347
H 9.7011 10.6693 7.6511
H 10.3201 11.9995 9.3938
C 15.5988 12.1656 18.3025
C 15.8296 11.5102 16.9884
O 14.9002 11.9298 16.0378
H 15.6882 13.2450 18.3225
H 16.2742 11.7954 19.0702
H 14.5973 11.8249 18.6009
H 15.9044 10.4544 17.1468
H 16.8721 11.7910 16.6897
H 15.0519 11.3120 15.2915
C 11.8454 16.4047 7.6393
C 10.8917 16.1855 8.7790
O 11.1951 15.0439 9.6548
H 12.8789 16.3960 7.9704
H 11.6476 17.3212 7.0552
H 11.6323 15.6129 6.8996
H 9.9201 16.0942 8.3259
H 10.8763 17.0661 9.3948
H 11.3307 14.1392 9.2677
C 9.2378 6.7965 11.7395
C 9.7665 6.8977 13.1440
O 8.7599 7.1728 14.1149
H 8.5923 5.9328 11.6686
H 10.0881 6.5521 11.1153
H 8.7624 7.7388 11.4368
H 10.5334 7.7030 13.1823
H 10.2406 6.0411 13.4686
H 8.4053 8.0444 13.8475
C 7.8440 14.7746 13.3439
C 9.2864 14.9324 13.0647
O 9.6812 14.0772 11.9473
H 7.5434 13.7460 13.3546
H 7.1717 15.3253 12.7420
H 7.6245 15.0829 14.3378
H 9.8497 14.7243 13.9294
H 9.4943 15.9434 12.8038
H 10.3070 14.5300 11.3928
C 11.4550 10.7021 13.5800
C 11.5984 11.0848 12.0496
C 12.2813 9.8569 11.3552
O 10.3550 11.3936 11.4330
H 10.6028 9.9717 13.7126
H 11.2484 11.5073 14.2321
H 12.1937 10.0618 13.9626
H 12.2491 11.9953 12.0165
H 13.3844 9.8069 11.6194
H 12.2642 9.9797 10.2979
H 11.7419 8.9748 11.6126
H 10.0921 12.2976 11.6697
C 6.3851 11.1605 13.3522
C 7.7543 10.8416 13.9705
C 7.6736 10.3106 15.4329
O 8.3340 9.8570 13.1755
H 6.4838 11.7367 12.4423
H 5.8644 11.8437 14.0071
H 5.8535 10.2521 13.2147
H 8.3727 11.7997 13.9763
H 6.8369 10.8157 15.9186
H 8.5674 10.5355 15.9905
H 7.5736 9.2343 15.4669
H 8.6190 10.2147 12.3617
C 15.3602 15.7583 15.4687
C 13.8204 15.9248 15.4133
C 13.3296 16.7616 14.2458
O 13.2123 14.5952 15.3471
H 15.7911 15.4700 14.4590
H 15.4872 14.9481 16.1769
H 15.8669 16.6716 15.7449
H 13.5049 16.3340 16.3354
H 13.7550 16.5029 13.3325
H 13.5751 17.7752 14.4303
H 12.2418 16.5956 14.1341
H 13.8272 13.9845 15.8625
O 10.3290 7.4251 16.5908
H 9.9538 7.3687 15.7076
H 9.7965 6.7310 16.9854
O 14.3654 14.0856 12.9031
H 13.6614 14.1257 13.5485
H 13.9713 13.7752 12.0605

Properties
E_HOMO: -9.771 eV
LUMO level: 0.7 eV
Relative energy (zero: lowest compared OMol25 entry of this formula, charge and spin): 4.06 kcal per mole
Spin multiplicity: 1
Gap between HOMO and LUMO: 10.430 eV